No. 1
Computed, not measured: a single C12H25N5O3 molecule in a non-equilibrium geometry, with ωB97M-V with the def2-TZVPD basis set.

Each line ends with the Mulliken charge.
Positions of all 45 atoms, in Å:
C  -1.5230  -2.4532  0.0241  -0.56
C  -0.6354  -1.5482  -0.9205  0.28
C  -2.4069  -1.6178  0.9712  -0.67
C  -3.5957  -0.9170  0.2467  -0.65
C  -3.3813  0.5308  -0.0062  -0.88
C  -1.8904  2.1129  -1.0438  0.65
C  1.3959  -0.2580  -1.0202  -0.69
C  2.5171  -1.1589  -1.6337  0.30
C  1.9792  0.9756  -0.2947  -1.05
C  3.0685  0.7520  0.8000  0.95
C  2.6680  -0.1100  1.9683  -1.49
C  3.3588  2.1966  1.3140  -1.55
H  -0.0352  -2.9816  1.4200  0.22
H  -0.3555  -4.2529  0.3139  0.29
H  -2.1773  -2.9854  -0.6104  0.61
H  -2.8081  -2.3813  1.6800  0.40
H  -1.8273  -0.8528  1.5521  0.23
H  -4.4555  -0.9101  0.9420  0.32
H  -3.9218  -1.4948  -0.6803  0.35
H  -4.3304  0.9345  -0.4730  0.29
H  -3.2611  1.1672  0.8776  0.36
H  -2.1844  0.2469  -1.6869  0.21
H  -1.0925  1.6005  -2.6836  0.26
H  -1.5568  3.8700  -0.0903  0.30
H  -2.3941  2.7557  0.8983  0.18
H  0.6859  -1.3437  0.6297  0.04
H  0.8323  0.0863  -1.8859  0.72
H  2.4668  1.6438  -1.0130  0.39
H  1.1508  1.5476  0.1862  0.34
H  3.9578  0.3899  0.2811  0.26
H  2.6490  -1.1623  1.7614  0.33
H  1.6814  0.1978  2.3922  0.25
H  3.4214  -0.0316  2.7636  0.47
H  2.4637  2.5995  1.8013  0.36
H  4.1556  2.2058  2.0896  0.41
H  3.6955  2.8280  0.4750  0.38
H  2.6506  0.2452  -2.8137  0.45
N  -0.7586  -3.4475  0.8673  -0.65
N  -2.2643  0.8231  -0.8369  0.05
N  -1.2628  2.4297  -2.1511  -0.95
N  -2.1231  3.0177  -0.0376  -0.48
N  0.4108  -0.9168  -0.2877  0.77
O  -0.8492  -1.4375  -2.1099  -0.70
O  2.7924  -2.2925  -1.2641  -0.60
O  3.0891  -0.6032  -2.7120  -0.51

energy: -971.77176 hartree
energy relative to the best compared isomer or geometry (same formula, charge and spin): 107.3 kJ/mol
frontier orbital gap: 8.980 eV
LUMO energy: 0.5 eV
HOMO: -8.48 eV
structure (SMILES): [H]/N=C(/N)NCCC[C@H](N)C(=O)N[C@@H](CC(C)C)C(=O)O

***

No. 2
Computed, not measured: a molecular structure, C12H26AsF6N6O3SV in a non-equilibrium geometry, with ωB97M-V with the def2-TZVPD basis set.

Each line ends with the Mulliken spin population.
Positions of all 56 atoms, in Å:
V  -0.1639  0.1447  0.2374  1.45
C  4.3703  -0.2786  0.5716  0.00
O  3.5821  -0.4193  1.7648  0.00
C  2.3312  -0.0910  1.7560  0.01
O  1.7595  0.4225  0.7622  0.03
N  1.6887  -0.3071  2.9153  0.00
N  0.3444  0.0707  3.0689  -0.01
H  5.3220  -0.7522  0.8019  0.00
H  4.5239  0.7769  0.3402  0.00
H  3.8950  -0.7857  -0.2713  0.00
H  2.2155  -0.6900  3.7008  0.00
H  0.2713  0.8702  3.7063  0.00
H  -0.1817  -0.7075  3.4743  0.00
C  -3.1021  0.4177  -1.0287  0.01
N  -2.5439  -0.1752  0.2175  -0.26
C  -3.0227  -1.5903  0.2720  0.01
N  -4.4586  -1.6245  0.2176  -0.04
C  -4.9721  -1.0712  -1.0220  0.00
N  -4.5388  0.3188  -1.0427  -0.07
C  -5.1314  1.0401  0.0745  0.00
N  -4.6269  0.4146  1.2848  -0.04
C  -3.1919  0.5142  1.3708  0.00
C  -5.0731  -0.9685  1.3576  0.00
H  -2.6890  -0.1109  -1.8953  -0.01
H  -2.8107  1.4739  -1.0822  0.01
H  -2.6756  -2.0633  1.1979  0.00
H  -2.6190  -2.1601  -0.5721  0.00
H  -6.0620  -1.1323  -1.0489  -0.01
H  -4.5718  -1.6073  -1.8871  0.00
H  -6.2210  0.9776  0.0346  -0.01
H  -4.8430  2.0947  0.0426  0.00
H  -2.8535  0.0468  2.3023  0.00
H  -2.8961  1.5703  1.3741  0.00
H  -6.1624  -1.0294  1.2967  0.00
H  -4.7513  -1.4304  2.2941  0.00
O  -0.2219  1.5578  -0.5537  -0.06
S  -0.0160  2.7109  -1.6146  0.00
C  0.4073  4.1222  -0.5150  0.00
C  1.8388  4.5069  -0.8521  0.00
C  2.5706  3.2041  -1.1463  0.00
C  1.7048  2.4589  -2.1489  0.00
H  0.3046  3.7294  0.5011  0.00
H  -0.3027  4.9288  -0.6809  0.00
H  2.2844  5.0485  -0.0166  0.00
H  1.8717  5.1690  -1.7186  0.00
H  2.6732  2.6117  -0.2331  0.00
H  3.5642  3.3843  -1.5603  0.00
H  1.9186  1.3906  -2.2298  0.00
H  1.7534  2.9146  -3.1399  0.00
F  -0.6505  -1.6571  -1.7144  0.00
As  0.8238  -2.4391  -0.9611  0.01
F  1.4533  -3.2791  -2.2367  0.00
F  -0.1891  -3.6385  -0.3044  0.00
F  1.9933  -2.5533  0.2886  0.00
F  -0.1786  -1.4060  0.8020  -0.02
F  1.5981  -0.9068  -1.5009  0.01

energy: -5203.23088 hartree
total charge: +3
2S+1: 2
frontier orbital gap (spin up / spin down): 3.488 / 5.588 eV
LUMO energy (spin up / spin down): -13.7 / -11.7 eV
HOMO (spin up / spin down): -17.15 / -17.28 eV
expectation value of S²: 1.071

***

No. 3
Computed, not measured: a molecular structure, C12H26BMgN2O2P2 in a non-equilibrium geometry, with ωB97M-V with the def2-TZVPD basis set.

Each line ends with the Mulliken charge.
Positions of all 46 atoms, in Å:
Mg  0.6261  -0.7156  0.1673  0.68
P  -1.8344  -1.7797  0.6368  0.89
C  -2.1380  -1.3456  -1.1266  -1.33
C  -1.8541  0.1119  -1.4511  0.84
N  -0.7507  0.6871  -0.9292  0.06
C  -0.4519  1.9646  -1.2417  0.53
C  -1.2778  2.7141  -2.0798  -0.87
C  -2.3949  2.1260  -2.6511  -0.53
C  -2.6863  0.7997  -2.3412  -0.88
C  0.7889  2.6141  -0.6643  -1.24
P  2.0733  1.4391  -0.0956  0.86
H  -3.5298  0.2813  -2.7796  0.49
H  -1.0112  3.7475  -2.2835  0.48
H  -3.0360  2.6879  -3.3239  0.43
H  1.2084  3.3067  -1.4079  0.57
H  0.4971  3.2206  0.2089  0.45
H  -1.3986  -1.9611  -1.7127  0.19
H  -3.1804  -1.5928  -1.3777  0.52
H  2.1216  -1.7366  -1.6622  0.31
O  1.0855  -1.7148  -1.5830  -0.49
H  0.7640  -2.4687  -2.0905  0.22
H  3.5751  -2.0492  -0.2143  0.30
O  3.5612  -1.7655  -1.1485  -0.58
H  4.4972  -1.7298  -1.4283  0.31
C  3.1032  1.3278  -1.6260  -1.24
H  3.5213  2.3174  -1.8778  0.48
H  3.9117  0.5982  -1.4502  0.26
H  2.4987  0.9607  -2.4704  0.33
C  3.1088  2.6088  0.8535  -1.23
H  3.8942  2.0464  1.3741  0.38
H  3.5779  3.3621  0.2050  0.38
H  2.4940  3.1318  1.5964  0.40
C  -3.2331  -0.9505  1.5062  -1.23
H  -4.1875  -1.4410  1.2646  0.40
H  -3.0654  -1.0168  2.5933  0.39
H  -3.3000  0.1071  1.2195  0.34
C  -2.4728  -3.4969  0.6381  -1.30
H  -2.1645  -3.9827  1.5771  0.39
H  -3.5701  -3.5086  0.5463  0.38
H  -2.0456  -4.0561  -0.2053  0.38
B  0.4210  -0.8644  4.9796  0.10
C  0.4874  -0.6567  3.4540  0.16
N  0.5518  -0.5449  2.2859  -0.68
H  -0.6149  -1.4468  5.2535  -0.11
H  0.4569  0.2109  5.5430  -0.09
H  1.3730  -1.5466  5.3192  -0.10

energy: -1640.37869 hartree
energy relative to the best compared isomer or geometry (same formula, charge and spin): 0.0 kJ/mol
total charge: +1
frontier orbital gap: 7.897 eV
LUMO energy: -3.3 eV
HOMO: -11.23 eV

***

No. 4
Computed, not measured: a molecular structure, C12H26BN2O2P2Sc in a non-equilibrium geometry, with ωB97M-V with the def2-TZVPD basis set.

Each line ends with the Mulliken charge.
Positions of all 46 atoms, in Å:
Sc  0.4532  -0.2959  0.9489  0.30
P  0.3700  2.4729  0.7963  0.72
C  -1.3459  2.0191  1.1478  -1.23
C  -2.0821  1.0375  0.4603  1.06
N  -1.3954  -0.0818  -0.0678  0.30
C  -2.0367  -0.7981  -1.0225  0.80
C  -3.3358  -0.4939  -1.3807  -0.61
C  -4.0865  0.4567  -0.6928  -0.60
C  -3.4866  1.1800  0.3051  -0.97
C  -1.3406  -1.8828  -1.8560  -1.06
P  0.0394  -2.6611  -1.0943  0.76
H  -4.0367  1.9395  0.8886  0.46
H  -3.7770  -1.0358  -2.2113  0.45
H  -5.1321  0.6366  -0.9505  0.46
H  -2.0786  -2.6325  -2.1132  0.55
H  -1.0105  -1.4289  -2.7883  0.42
H  -1.2400  0.0350  4.1264  0.30
H  -1.8390  2.4787  2.0330  0.39
H  3.1094  -2.4254  3.2338  0.33
O  -1.1527  -0.2441  3.1092  -0.46
H  -1.4446  -1.1476  3.2408  0.30
H  0.4515  -1.4223  -0.5064  0.12
O  3.0186  -1.4217  3.2591  -0.63
H  3.3506  -1.1846  2.3203  0.33
C  -0.3867  -4.1368  -0.0843  -1.07
H  -0.9662  -4.9068  -0.6459  0.41
H  0.5360  -4.6224  0.2923  0.40
H  -1.0060  -3.8187  0.7758  0.35
C  1.4524  -3.0243  -2.1852  -1.04
H  2.3506  -2.8691  -1.5573  0.40
H  1.4910  -4.0689  -2.5645  0.39
H  1.4875  -2.2934  -3.0137  0.39
C  -0.1878  3.7087  -0.5148  -1.08
H  -0.4639  4.6381  0.0022  0.37
H  0.5724  3.9219  -1.2770  0.38
H  -1.0847  3.3162  -1.0164  0.34
C  0.9004  3.5715  2.1847  -1.23
H  1.9458  3.8580  1.9997  0.39
H  0.2961  4.4834  2.2520  0.42
H  0.8676  3.0422  3.1443  0.35
B  4.0218  1.2053  -1.8197  0.10
C  3.0414  0.5723  -0.8098  -0.03
N  2.2858  0.1263  -0.0217  -0.54
H  3.9331  2.3902  -1.7885  -0.08
H  3.7791  0.8733  -2.9372  -0.08
H  5.1626  0.9333  -1.6011  -0.05

energy: -2200.46939 hartree
energy relative to the best compared isomer or geometry (same formula, charge and spin): 420.4 kJ/mol
total charge: +2
frontier orbital gap (spin up / spin down): 6.852 / 5.344 eV
LUMO energy (spin up / spin down): -7.3 / -8.1 eV
HOMO (spin up / spin down): -14.11 / -13.40 eV

***

No. 5
Computed, not measured: 3 unconnected molecules or ions with the total composition C12H26Cl2NO4S3 in a non-equilibrium geometry, with ωB97M-V with the def2-TZVPD basis set.

Each line ends with the Mulliken charge.
Positions of all 48 atoms, in Å:
C  4.2905  0.5376  0.0775  -0.86
C  4.0081  2.1676  -0.1479  -0.01
Cl  5.7026  2.9747  -0.3609  -0.12
C  3.1854  2.7872  1.1402  -0.11
Cl  4.3584  3.9370  2.0606  -0.07
S  1.5890  3.6540  0.6015  0.04
C  0.6206  2.4254  -0.4289  -0.15
N  0.0488  1.2525  0.3363  -0.35
H  4.3253  0.3801  1.2464  0.33
H  5.3534  0.2962  -0.3639  0.38
H  3.4631  -0.1025  -0.4626  0.11
H  3.4467  2.3668  -1.1806  0.23
H  2.8781  1.9635  1.9128  0.40
H  0.9255  3.9863  1.8103  0.31
H  -0.2333  3.0427  -0.9833  0.35
H  1.2888  1.9714  -1.2934  0.09
H  -0.8724  0.9318  -0.0390  0.23
H  0.0348  1.4037  1.3692  0.23
C  -3.8371  -1.7241  3.6634  -0.56
C  -4.3192  -0.3089  3.9782  -0.66
C  -3.2848  0.6641  3.4148  -0.67
S  -2.5200  -0.1663  2.0302  1.31
O  -1.1282  -0.4067  2.3488  -0.70
O  -2.9338  0.4782  0.7998  -0.75
C  -3.4116  -1.6995  2.2029  -0.77
H  -4.6185  -2.4685  3.8418  0.35
H  -2.9798  -1.9729  4.3003  0.29
H  -5.2885  -0.1377  3.4943  0.31
H  -4.4582  -0.1585  5.0534  0.32
H  -3.7501  1.5911  3.0705  0.38
H  -2.5053  0.8884  4.1481  0.36
H  -2.7696  -2.5382  1.9282  0.40
H  -4.2811  -1.6575  1.5401  0.36
C  -0.2222  -2.6517  -3.9891  -0.67
C  -0.6476  -1.7566  -2.8261  -0.75
C  0.6241  -1.2645  -2.1372  0.38
S  1.8955  -1.2418  -3.3920  1.17
O  2.8985  -2.2280  -3.0494  -0.65
O  2.2338  0.1326  -3.7034  -0.68
C  0.8863  -1.8963  -4.7069  -0.71
H  -1.0583  -2.8713  -4.6595  0.37
H  0.1613  -3.6033  -3.6021  0.30
H  -1.2127  -0.8999  -3.2131  0.32
H  -1.2972  -2.2877  -2.1234  0.35
H  0.4974  -0.2581  -1.7302  -0.61
H  0.9412  -1.9493  -1.3458  0.40
H  1.4878  -2.5326  -5.3583  0.41
H  0.4841  -1.0506  -5.2727  0.33

energy: -2943.10334 hartree
total charge: +1
frontier orbital gap: 9.212 eV
LUMO energy: -3.5 eV
HOMO: -12.69 eV

***

No. 6
Computed, not measured: a molecular structure, C12H26Cl3Ge2N2O3PPdSSe, with ωB97M-V with the def2-TZVPD basis set.

Each line ends with the Mulliken spin population.
Positions of all 52 atoms, in Å:
Pd  0.3045  0.6171  -1.4447  0.01
C  -0.9130  -3.5425  0.6831  0.00
C  -1.1460  -2.5611  -0.4376  0.00
O  -1.7933  -1.3744  0.0831  0.00
P  -1.2021  0.0953  0.1137  0.00
O  -2.5369  0.9500  -0.1346  0.00
C  -3.8495  0.4234  -0.4685  0.00
C  -4.6299  0.0222  0.7584  0.00
O  -0.8013  0.3978  1.6001  0.00
C  -1.5849  0.0319  2.7717  0.00
C  -0.6309  -0.3761  3.8647  0.00
H  -0.4538  -4.4492  0.2889  0.00
H  -1.8571  -3.8122  1.1555  0.00
H  -0.2489  -3.1258  1.4409  0.00
H  -1.8245  -2.9685  -1.1860  0.00
H  -0.2174  -2.2683  -0.9296  0.00
H  -3.7316  -0.4114  -1.1588  0.00
H  -4.3426  1.2394  -0.9920  0.00
H  -4.1840  -0.8436  1.2459  0.00
H  -5.6442  -0.2484  0.4623  0.00
H  -4.6916  0.8470  1.4680  0.00
H  -2.2625  -0.7790  2.5091  0.00
H  -2.1666  0.9116  3.0430  0.00
H  -0.0578  -1.2554  3.5707  0.00
H  -1.1930  -0.6179  4.7670  0.00
H  0.0599  0.4336  4.0969  0.00
S  -1.2549  3.5113  -1.3033  0.00
C  0.1548  4.2463  -1.8811  0.00
N  1.1251  4.7198  -2.2824  0.02
Se  3.2730  3.5376  -4.0598  0.93
C  2.3022  2.1902  -3.3503  -0.10
N  1.6772  1.3654  -2.8421  0.14
C  4.5560  0.1585  -1.1374  0.00
Ge  3.1492  -0.3180  0.1312  0.00
C  2.5275  -2.1375  -0.2484  0.00
C  3.8086  -0.2892  1.9698  0.00
C  1.6674  0.9832  0.0201  0.00
H  5.4593  -0.4081  -0.9093  0.00
H  4.8017  1.2198  -1.0852  0.00
H  4.2560  -0.0816  -2.1581  0.00
H  3.3454  -2.8462  -0.1121  0.00
H  2.1573  -2.2393  -1.2696  0.00
H  1.7378  -2.4148  0.4499  0.00
H  4.5015  -1.1198  2.1091  0.00
H  2.9823  -0.4142  2.6715  0.00
H  4.3280  0.6361  2.2168  0.00
H  2.0479  1.9699  -0.2613  0.00
H  1.2065  1.0802  0.9981  0.00
Cl  -3.9578  2.8932  -3.4029  0.00
Ge  -1.8718  2.5841  -3.2453  0.00
Cl  -0.8081  3.4037  -4.8673  0.00
Cl  -1.5732  0.4337  -3.3215  0.00

energy: -9611.26672 hartree
energy relative to the best compared isomer or geometry (same formula, charge and spin): 0.0 kJ/mol
total charge: +1
2S+1: 2
frontier orbital gap (spin up / spin down): 8.250 / 5.992 eV
LUMO energy (spin up / spin down): -3.7 / -6.0 eV
HOMO (spin up / spin down): -12.00 / -11.99 eV
expectation value of S²: 0.757